1.
94
Properties=species:S:1:pos:R:3:forces:R:3 method="wB97M-V/def2-TZVPD" total_energy_ha=-14804.10970 homo_ev=-10.09 max_force_ev_per_a=0.6 gap_ev=5.1176 charge=+1 spin_multiplicity=1
Tl -0.0042 0.4679 0.9399 0.2 -0.2 -0.1
I 5.8614 1.6846 -4.1482 0.0 0.0 0.0
C 3.9559 1.4966 -3.3280 0.0 0.0 0.0
C 3.0947 2.5777 -3.3331 0.0 0.0 0.1
C 1.8423 2.3984 -2.7597 0.1 0.2 0.0
I 0.4327 3.9503 -2.7694 -0.2 -0.4 0.4
C 1.4000 1.2245 -2.1251 -0.2 0.1 0.2
O 0.2612 1.1642 -1.5081 0.2 -0.2 -0.3
C 2.2943 0.1262 -2.2080 0.1 -0.1 -0.1
C 1.8153 -1.2063 -1.6973 0.0 0.1 0.3
N 1.8010 -1.3085 -0.2193 0.0 0.2 -0.2
C 3.1320 -1.2465 0.3735 -0.1 0.2 0.0
C 3.5847 0.1517 0.7469 -0.1 0.0 0.1
C 4.9170 0.3670 1.0859 0.1 -0.1 0.0
C 5.3094 1.6198 1.5122 0.2 0.0 0.0
C 4.3662 2.6356 1.5781 0.0 0.1 0.0
C 3.0673 2.3389 1.2156 -0.1 -0.1 -0.1
N 2.6759 1.1218 0.8105 0.2 0.1 0.1
C 3.5396 0.2745 -2.7933 -0.1 0.0 0.1
H 3.3871 3.5235 -3.7735 0.0 -0.1 0.0
H 2.4435 -1.9916 -2.1269 0.1 -0.1 0.0
H 0.7898 -1.3575 -2.0364 0.0 0.0 0.0
H 1.4042 -2.2041 0.0278 -0.1 -0.2 0.0
H 3.8855 -1.6920 -0.2840 0.1 -0.1 0.0
H 3.1174 -1.8446 1.2840 0.0 -0.1 0.1
H 5.6301 -0.4500 1.0254 -0.1 0.1 0.0
H 6.3395 1.8050 1.7994 -0.1 0.0 -0.1
H 4.6322 3.6332 1.9053 0.0 -0.1 0.0
H 2.2917 3.1019 1.2495 0.1 -0.1 0.0
H 4.2068 -0.5835 -2.8423 -0.1 0.1 0.0
C -7.7270 -3.3818 0.2675 0.0 0.0 0.0
C -6.3609 -3.3484 0.9394 0.0 0.2 0.1
N -6.2457 -2.3276 1.9837 0.0 0.1 -0.1
C -6.9993 -2.5492 3.2270 -0.1 0.1 -0.2
C -8.2255 -1.6507 3.3515 0.0 0.0 0.0
C -5.4020 -1.2617 1.9605 -0.1 0.0 0.2
O -5.2301 -0.5355 2.9349 -0.1 -0.2 -0.3
C -4.6228 -0.9508 0.7059 -0.1 -0.1 0.2
C -5.1507 -0.8273 -0.5692 -0.2 0.0 0.0
C -4.3220 -0.4446 -1.6100 0.0 0.0 -0.2
C -2.9788 -0.2340 -1.3500 0.2 0.0 0.1
N -2.4575 -0.3410 -0.1212 -0.2 0.2 -0.1
C -3.2806 -0.6518 0.8791 0.1 0.0 -0.2
H -7.7340 -4.1230 -0.5353 0.0 0.0 0.1
H -7.9793 -2.4061 -0.1544 0.0 -0.1 0.0
H -8.5101 -3.6511 0.9778 0.0 0.0 0.0
H -5.5817 -3.1894 0.2022 0.1 0.0 0.0
H -6.1572 -4.3170 1.4012 0.0 0.0 0.0
H -6.3286 -2.3596 4.0585 0.1 0.0 0.1
H -7.2852 -3.6020 3.2447 0.0 0.0 0.0
H -7.9254 -0.6032 3.3052 0.0 0.0 0.0
H -8.7189 -1.8225 4.3124 0.0 0.0 -0.1
H -8.9495 -1.8459 2.5557 0.1 0.0 0.1
H -6.2077 -0.9922 -0.7479 0.1 0.0 0.0
H -4.7087 -0.3080 -2.6144 0.0 0.0 0.1
H -2.2860 0.0333 -2.1435 0.0 0.0 0.1
H -2.8715 -0.6647 1.8833 0.1 0.0 0.0
Se -1.9870 5.0098 0.1181 -0.4 0.3 0.0
Sb -4.0841 3.9800 -1.0250 -0.3 -0.3 0.0
Se -5.7715 3.3906 0.4830 0.4 0.2 -0.2
Se -3.8031 3.5766 -3.3188 0.1 0.1 0.4
Se -0.7320 3.1927 -0.4073 0.3 0.0 -0.6
C 2.8632 -5.3761 2.8340 0.0 0.0 0.0
C 2.0380 -5.8326 1.8132 0.0 0.1 0.0
C 0.9318 -5.0863 1.4171 0.1 0.0 0.1
C 0.6505 -3.8761 2.0438 0.1 0.0 0.0
C 1.4912 -3.4124 3.0577 0.0 -0.1 -0.1
C 2.5892 -4.1636 3.4592 0.0 0.0 0.0
As -0.8667 -2.7385 1.5790 0.0 0.0 0.2
C -1.7939 -3.8498 0.2993 0.0 0.1 0.0
C -1.5384 -3.9542 -1.0600 0.0 0.0 0.0
C -2.3189 -4.7967 -1.8424 0.0 0.0 0.1
C -3.3549 -5.5188 -1.2570 0.0 0.0 0.1
C -3.6179 -5.4030 0.1040 -0.1 -0.1 -0.1
C -2.8381 -4.5649 0.8942 -0.1 0.0 0.2
C -3.0093 -4.3283 2.3528 0.0 -0.1 -0.2
C -3.9401 -4.9485 3.1810 -0.1 0.0 0.0
C -3.9914 -4.6189 4.5311 0.0 0.0 -0.1
C -3.1276 -3.6651 5.0607 -0.1 -0.1 0.0
C -2.1914 -3.0468 4.2422 0.0 0.0 0.0
C -2.1276 -3.3927 2.9023 0.0 0.0 0.0
H 3.7186 -5.9651 3.1445 -0.1 0.0 0.0
H 2.2491 -6.7768 1.3259 0.0 0.0 0.0
H 0.2863 -5.4560 0.6306 0.0 0.0 0.0
H 1.2800 -2.4667 3.5466 0.0 0.0 0.0
H 3.2296 -3.8051 4.2582 -0.1 0.0 -0.1
H -0.7355 -3.3863 -1.5173 0.0 0.0 0.0
H -2.1226 -4.8870 -2.9039 0.0 0.0 0.0
H -3.9615 -6.1791 -1.8664 0.0 0.0 0.0
H -4.4316 -5.9737 0.5444 0.1 0.1 -0.1
H -4.6194 -5.6972 2.7835 0.1 0.1 0.0
H -4.7164 -5.1057 5.1747 0.1 0.0 -0.1
H -3.1815 -3.4086 6.1125 0.0 0.0 -0.1
H -1.5206 -2.3019 4.6552 0.0 0.0 0.0



2.
93
Properties=species:S:1:pos:R:3:forces:R:3 method="wB97M-V/def2-TZVPD" total_energy_ha=-9785.43533 homo_ev=-0.59 max_force_ev_per_a=0.5 gap_ev=4.2364 charge=-2 spin_multiplicity=1
Sn -0.0553 -0.1019 -0.0518 0.3 0.1 0.1
C 0.0875 -5.5396 3.9569 0.0 0.0 0.0
C -0.4900 -4.4365 3.1092 0.0 -0.1 0.0
C -1.2080 -3.3892 3.6735 0.0 0.0 0.0
C -1.6645 -2.3403 2.8950 0.0 0.0 0.0
C -1.4561 -2.2988 1.5166 0.0 -0.1 0.1
N -1.8463 -1.2071 0.7312 0.1 0.0 -0.2
C -3.1670 -0.8863 0.6358 0.0 0.0 0.2
C -4.1854 -1.5547 1.3546 -0.1 0.0 0.0
C -5.5054 -1.1404 1.3467 0.0 0.1 0.0
C -5.9336 -0.0474 0.6006 0.0 -0.1 0.0
C -7.3725 0.3957 0.5728 0.0 0.0 0.0
C -4.9684 0.5651 -0.1877 0.0 0.0 0.0
C -3.6452 0.1625 -0.1924 0.1 0.1 -0.1
N -2.7691 0.8434 -1.0842 -0.1 0.0 0.0
C -2.5789 2.1795 -1.2065 0.1 0.0 0.0
C -1.7073 2.3671 -2.2523 -0.1 0.0 0.1
C -1.4205 1.0680 -2.7190 0.3 -0.1 0.3
N -2.0785 0.1536 -2.0200 0.0 0.0 0.0
C -0.7088 -3.3475 0.9625 0.0 0.0 0.0
C -0.2352 -4.3879 1.7469 0.0 0.0 0.0
N -0.3464 -3.3333 -0.4114 0.0 0.1 0.0
C -0.2633 -4.3742 -1.2700 0.0 0.0 0.0
C 0.2332 -3.8968 -2.4553 0.0 0.0 0.0
C 0.4473 -2.5241 -2.2410 -0.1 -0.1 0.1
N 0.0968 -2.2084 -1.0068 0.1 0.0 -0.1
H -0.4413 -5.6203 4.9074 0.0 0.0 0.0
H 1.1404 -5.3485 4.1774 0.0 0.0 0.0
H 0.0282 -6.5037 3.4497 0.0 0.0 0.0
H -1.3809 -3.3774 4.7443 0.0 0.0 0.0
H -2.1805 -1.5042 3.3506 0.0 0.0 0.0
H -3.9221 -2.4102 1.9593 0.0 0.0 0.0
H -6.2234 -1.6917 1.9469 0.0 0.0 0.0
H -7.9188 -0.0077 1.4270 0.0 0.0 0.0
H -7.8834 0.0587 -0.3334 0.0 0.0 0.0
H -7.4555 1.4841 0.6063 0.0 0.0 0.0
H -5.2445 1.3730 -0.8587 0.0 0.0 0.0
H -3.0565 2.8698 -0.5299 0.0 0.0 0.0
H -1.2959 3.2961 -2.6065 0.0 0.0 0.0
H -0.6090 0.7537 -3.3748 -0.4 0.1 -0.4
H 0.3932 -5.1437 1.2891 0.0 0.0 0.0
H -0.5776 -5.3592 -0.9711 0.0 0.0 0.0
H 0.4282 -4.4499 -3.3562 0.0 0.0 0.0
H 0.8084 -1.7675 -2.9324 0.0 0.0 0.0
Br 6.2172 -0.8470 4.4401 0.0 0.0 0.0
C 4.5305 -0.8593 3.5456 0.0 -0.1 0.0
C 3.8872 -2.0781 3.2989 0.1 0.1 0.1
C 2.6760 -2.0884 2.6650 0.0 0.0 0.0
C 2.0513 -0.8980 2.2122 0.3 0.1 0.1
O 0.9080 -0.9892 1.6217 -0.2 -0.1 -0.2
C 2.7056 0.3288 2.5181 -0.1 -0.1 0.0
C 2.1026 1.6163 2.2818 0.0 0.0 0.0
N 1.0053 1.7999 1.6582 -0.1 0.0 0.1
C 0.4608 3.0583 1.4811 0.0 0.0 0.0
C 1.1730 4.1460 1.0348 0.0 0.0 0.0
C 0.5432 5.3902 0.8193 0.0 0.0 0.0
C -0.7926 5.5504 1.0473 0.0 0.0 0.0
C -1.5668 4.4465 1.4860 0.0 0.0 0.0
C -2.9564 4.5306 1.7331 0.0 0.0 0.0
C -3.6426 3.4196 2.1279 0.0 0.0 0.0
C -2.9366 2.2028 2.2688 0.0 0.0 0.0
N -1.6512 2.0881 2.0654 0.0 0.0 0.0
C -0.9524 3.1904 1.6858 0.0 0.0 0.0
C 3.9490 0.3184 3.1761 0.0 0.0 0.0
H 4.3566 -3.0065 3.5964 0.0 0.0 0.0
H 2.1681 -3.0194 2.4509 0.0 0.0 0.0
H 2.6297 2.4742 2.7258 0.0 0.0 0.0
H 2.2258 4.0243 0.8136 0.0 0.0 0.0
H 1.1337 6.2228 0.4574 0.0 0.0 0.0
H -1.2788 6.5040 0.8792 0.0 0.0 0.0
H -3.4602 5.4810 1.5942 0.0 0.0 0.0
H -4.7083 3.4474 2.3145 0.0 0.0 0.0
H -3.4670 1.2952 2.5416 0.0 0.0 0.0
H 4.4399 1.2601 3.3917 0.0 0.0 0.0
O 6.0297 -0.0163 -4.6591 0.0 0.0 0.0
C 5.4109 -0.0137 -3.3651 0.0 0.0 0.0
C 3.9363 -0.4213 -3.3931 0.0 0.0 -0.1
C 3.8092 -1.8066 -4.0390 0.0 -0.1 0.0
O 3.9473 -1.7603 -5.4680 0.0 0.0 0.0
C 3.1605 0.6417 -4.2021 -0.1 0.0 0.1
Se 1.3662 0.1528 -4.9004 0.1 -0.1 0.0
C 3.4041 -0.4678 -1.9525 0.1 0.0 0.0
Se 4.1148 -1.8645 -0.7369 -0.1 0.1 0.0
H 5.4991 -0.6144 -5.2098 0.0 0.0 0.0
H 5.4964 1.0035 -2.9648 0.0 0.0 0.0
H 5.9437 -0.6922 -2.6920 0.0 0.0 0.0
H 2.8446 -2.2494 -3.7742 0.1 0.0 0.0
H 4.5890 -2.4641 -3.6572 0.0 0.0 0.0
H 3.1444 -1.2877 -5.7686 0.0 0.0 0.0
H 3.7496 0.9368 -5.0683 0.0 0.0 0.0
H 3.0533 1.5249 -3.5671 0.0 0.0 0.0
H 2.3191 -0.5754 -2.0266 0.0 0.0 0.0
H 3.5892 0.5111 -1.4972 0.0 0.0 0.0